Molecular formula: C24H23BCl56FN4O4P2S
Method: DFT, wB97M-V/def2-TZVPD

Output
Net charge: +1
Electronic energy in eV: -773468.9091
HOMO energy in eV: -12.0
Relative energy (zero: lowest compared OMol25 entry of this formula, charge and spin) in kcal/mol: 0.0
M in g/mol: 2540.665
Kohn-Sham gap in eV: 9.63

Geometry (Å):
C 4.0975 -1.6139 -6.5028
C 3.0642 -1.2578 -5.4311
B 2.6606 -2.4529 -4.5206
O 3.1878 -3.6799 -4.7462
N 1.5758 -2.3442 -3.4703
S 0.0526 -2.4288 -4.2791
C 1.5775 -2.2366 -2.1308
N 0.4509 -2.1869 -1.4134
C 0.7986 -2.0887 -0.1486
C -0.2335 -1.9491 0.9174
C -0.9766 -0.6093 0.7921
C -0.1416 0.6256 1.0895
F 0.8077 0.3582 2.0708
N 2.1454 -2.1062 -0.0222
P 3.1674 -2.1326 1.3762
O 4.0077 -3.3178 1.4689
O 2.1236 -2.0328 2.5586
O 3.8074 -0.6910 1.2896
N 2.6782 -2.1649 -1.3286
P 4.4825 -2.1149 -1.3989
C 4.8124 -0.7148 -2.5301
C 5.0351 -3.6107 -2.3034
C 6.4145 -3.9197 -1.7080
H 3.6846 -2.3582 -7.1850
H 4.9938 -2.0624 -6.0735
H 4.3748 -0.7445 -7.0960
H 2.1318 -0.9638 -5.9334
H 3.3540 -0.3794 -4.8570
H 2.8380 -4.3729 -4.1739
H -0.0189 -1.1397 -4.6445
H -0.9717 -2.7326 0.7283
H 0.1526 -2.0984 1.9127
H -1.3763 -0.5019 -0.2162
H -1.8297 -0.6569 1.4716
H 0.3797 0.9901 0.2048
H -0.7816 1.4369 1.4413
H 2.2629 -2.7844 3.1613
H 4.2858 -0.4758 2.1069
H 3.8844 -0.1966 -2.7634
H 5.3187 -1.0270 -3.4413
H 5.4280 -0.0115 -1.9697
H 5.1296 -3.3684 -3.3591
H 4.3294 -4.4317 -2.1734
H 7.0966 -3.0934 -1.9226
H 6.8440 -4.8146 -2.1570
H 6.3634 -4.0289 -0.6264
C -1.5542 -0.1920 5.0905
Cl -1.4590 0.1437 6.8152
Cl -3.0191 -1.1034 4.7402
Cl -1.5661 1.3281 4.1873
Cl -0.1435 -1.1466 4.5972
C 1.9617 2.8479 -3.3578
Cl 1.5001 1.2002 -2.8501
Cl 2.3201 2.8236 -5.0878
Cl 0.6265 3.9353 -3.0347
Cl 3.3940 3.3508 -2.4639
C -4.9683 -4.6635 5.4632
Cl -5.4501 -3.2076 4.5916
Cl -5.6773 -4.6719 7.0796
Cl -5.5180 -6.0860 4.5743
Cl -3.2065 -4.6920 5.5981
C -0.1732 -6.6200 3.7151
Cl 0.8855 -7.8363 3.0136
Cl 0.2237 -5.0186 3.0299
Cl -1.8457 -7.0029 3.3229
Cl 0.0420 -6.5664 5.4608
C 10.1619 -0.9488 -0.5716
Cl 10.9821 -2.1336 -1.5855
Cl 10.5325 0.6787 -1.1333
Cl 8.4066 -1.2191 -0.6776
Cl 10.6707 -1.1373 1.1023
C 5.1874 -6.5801 2.3342
Cl 6.3993 -5.8461 1.2811
Cl 4.7917 -5.4855 3.6567
Cl 3.7445 -6.9121 1.3645
Cl 5.8110 -8.0879 2.9988
C -9.1695 -1.0676 6.9881
Cl -9.1852 -0.0976 8.4609
Cl -7.8976 -2.2891 7.0975
Cl -10.7317 -1.8604 6.7830
Cl -8.8517 -0.0240 5.5942
C -2.4406 -2.1776 -7.7866
Cl -2.7098 -0.6118 -8.5427
Cl -0.8432 -2.7875 -8.2259
Cl -2.5159 -1.9869 -6.0180
Cl -3.6787 -3.3158 -8.2924
C -3.2595 1.4270 -2.3364
Cl -2.0665 0.2009 -2.8259
Cl -2.5059 3.0237 -2.3163
Cl -4.6090 1.4269 -3.4616
Cl -3.8237 1.0076 -0.7185
C -5.3277 5.6104 0.7857
Cl -4.3404 4.4312 -0.0946
Cl -4.8419 7.2237 0.2671
Cl -7.0293 5.3457 0.4096
Cl -5.0682 5.4271 2.5219
C 1.4129 7.6362 -5.5713
Cl 2.5820 8.6352 -6.4273
Cl 0.8034 8.5101 -4.1615
Cl 0.0681 7.2376 -6.6421
Cl 2.1885 6.1381 -5.0326
C -4.3615 9.3458 -3.2612
Cl -4.5368 10.7504 -4.3090
Cl -2.8229 8.5408 -3.6049
Cl -4.3849 9.8615 -1.5726
Cl -5.6878 8.2166 -3.5490
C -9.4523 0.3789 12.6074
Cl -9.4964 1.3159 14.0990
Cl -8.1728 -0.8335 12.7035
Cl -11.0046 -0.4200 12.3578
Cl -9.1276 1.4595 11.2441
C -2.4268 11.6637 1.7750
Cl -3.1611 12.6812 0.5342
Cl -1.0160 12.4781 2.4494
Cl -3.6022 11.3535 3.0540
Cl -1.9308 10.1260 1.0544

***

Molecular formula: C4H15NO3
Method: DFT, wB97M-V/def2-TZVPD

Output
Net charge: 0
Electronic energy in eV: -12023.7840
Structure (SMILES): CNC[C@@H](C)O.O.O
HOMO energy in eV: -9.6
Relative energy (zero: lowest compared OMol25 entry of this formula, charge and spin) in kcal/mol: 10.0
M in g/mol: 125.168
Kohn-Sham gap in eV: 10.32

Geometry (Å):
C -2.2622 -0.1283 1.5685
N -0.9443 -0.2647 0.9699
C -0.7642 0.5128 -0.2669
C 0.3549 -0.1248 -1.0872
C 0.8206 0.6826 -2.2937
O 1.5202 -0.2200 -0.2071
H -2.2204 -0.6209 2.5434
H -2.6177 0.8809 1.8198
H -3.0029 -0.6246 0.9466
H -0.2240 0.0911 1.5766
H -0.4253 1.5168 -0.0330
H -1.6217 0.5481 -0.9294
H 0.1705 -1.1393 -1.4013
H 1.7933 0.3056 -2.5848
H 0.8308 1.7317 -1.9871
H 0.1621 0.5834 -3.1364
H 1.4534 -1.1052 0.1663
H 1.6480 1.2769 0.7419
H 2.5297 2.4736 0.5365
O 1.8382 2.1402 1.1153
H 0.2829 -3.6314 0.4791
H 0.0070 -2.1164 0.8730
O 0.6708 -2.7681 0.5899

***

Molecular formula: C4H6O2
Method: DFT, wB97M-V/def2-TZVPD

Output
Net charge: 0
Electronic energy in eV: -8336.5298
HOMO energy in eV: -8.8
Relative energy (zero: lowest compared OMol25 entry of this formula, charge and spin) in kcal/mol: 90.7
M in g/mol: 86.090
Kohn-Sham gap in eV: 8.93

Geometry (Å):
C 0.7428 -0.9606 0.5490
C -0.0977 -0.2492 -0.5089
C -1.5084 -0.0356 0.0163
O -2.5036 -0.4167 -0.5445
C 0.4389 1.0746 -0.9058
O 0.8099 1.8602 0.0959
H 1.7576 -1.1310 0.1787
H 0.8087 -0.3548 1.4572
H 0.2969 -1.9272 0.7936
H -0.1703 -0.8098 -1.4440
H -1.5553 0.4969 0.9895
H 0.9804 2.4532 -0.6770

***

Molecular formula: C19H19N3O3S
Method: DFT, wB97M-V/def2-TZVPD

Output
Net charge: 0
Electronic energy in eV: -41458.3444
Structure (SMILES): COc1ccc(NCc2nnc(SCC(=O)c3ccc(C)cc3)o2)cc1
HOMO energy in eV: -7.7
Relative energy (zero: lowest compared OMol25 entry of this formula, charge and spin) in kcal/mol: 66.2
M in g/mol: 369.446
Kohn-Sham gap in eV: 7.98

Geometry (Å):
C -7.0295 -2.2716 -0.3732
H -7.4915 -3.1634 0.0480
O -6.0793 -1.8521 0.5730
C -5.3442 -0.7320 0.3002
C -5.4510 0.0360 -0.8527
C -4.6447 1.1467 -1.0216
C -3.7230 1.5320 -0.0524
C -3.6240 0.7580 1.1040
C -4.4198 -0.3549 1.2725
H -4.3390 -0.9564 2.1640
H -2.9245 1.0150 1.8834
N -2.9876 2.7050 -0.2438
H -2.9849 2.9933 -1.2137
C -1.6922 2.8617 0.3808
C -0.7584 1.7708 -0.0253
N -0.2749 1.5541 -1.2014
N 0.4300 0.4061 -1.1484
C 0.3363 -0.0264 0.0743
S 1.0267 -1.4446 0.7621
C 1.8326 -2.1512 -0.7221
C 3.3361 -2.2617 -0.5109
O 3.8653 -3.3495 -0.5057
C 4.0835 -1.0120 -0.2797
C 5.2911 -1.1010 0.4181
C 6.0369 0.0277 0.6789
C 5.6114 1.2781 0.2379
C 4.4211 1.3606 -0.4758
C 3.6605 0.2364 -0.7339
H 2.7526 0.3391 -1.3082
H 4.0836 2.3209 -0.8389
C 6.4369 2.4960 0.5085
H 6.7889 2.5006 1.5382
H 5.8688 3.4040 0.3238
H 7.3125 2.5017 -0.1411
H 6.9630 -0.0547 1.2293
H 5.6177 -2.0725 0.7578
H 1.4206 -3.1501 -0.8670
H 1.5720 -1.5024 -1.5556
O -0.4043 0.7902 0.8480
H -1.2815 3.8252 0.0722
H -1.7992 2.8509 1.4678
H -4.7339 1.7310 -1.9266
H -6.1506 -0.2201 -1.6327
H -6.5616 -2.5260 -1.3303
H -7.7993 -1.5099 -0.5371